ORCA calculation (ωB97M-V with the def2-TZVPD basis set) on a cluster of 10 separate species, C27H45F4N3O27S3 in total in a non-equilibrium geometry.

Geometry as XYZ:
```
109
Properties=species:S:1:pos:R:3:forces:R:3
O 9.721680 -7.072700 0.916120 0.54 -0.67 -0.79
C 9.289930 -6.106250 1.434840 -0.83 0.08 1.84
O 8.768000 -5.022120 0.833570 1.44 -1.83 -0.93
C 8.143170 -4.257950 1.802630 -0.29 1.88 0.39
C 8.873960 -4.564610 3.085670 0.04 -2.61 -0.86
F 8.154390 -4.608210 4.205390 -0.21 0.75 0.29
O 9.156550 -5.985360 2.806410 0.94 0.96 -0.89
H 8.447010 -3.257730 1.493830 -1.35 0.45 0.21
H 7.104640 -4.587850 1.829390 -0.14 0.91 0.29
H 9.799420 -3.995540 3.173890 0.06 -0.14 0.53
O 13.245440 -12.579910 4.698130 -1.75 -0.05 0.23
C 12.243500 -12.664730 5.366920 3.00 2.83 0.38
O 11.720530 -11.611380 6.107070 -0.33 0.23 -0.62
C 10.470540 -12.153190 6.657570 0.51 2.25 -0.05
C 10.962680 -13.480510 6.882690 -1.07 -1.40 1.46
F 9.933630 -14.301930 6.943220 -1.87 -1.97 0.19
O 11.644560 -13.747950 5.741420 0.86 -2.90 -1.61
H 10.104810 -11.727870 7.592150 0.41 0.76 -0.31
H 9.729580 -12.090530 5.860600 -0.18 -0.27 0.36
H 11.548020 -13.693420 7.777210 0.48 0.47 0.00
O 14.785030 -9.642180 -2.129060 -0.81 0.91 0.00
C 13.853650 -8.925870 -1.827890 2.43 -4.40 -1.50
O 13.893760 -7.871510 -1.162580 0.96 3.56 3.03
C 12.576320 -7.342290 -1.073540 1.03 3.26 1.63
C 11.681920 -8.441920 -1.420150 0.25 -0.32 -0.08
F 10.690340 -8.066970 -2.236620 -0.66 0.19 -0.85
O 12.606290 -9.223840 -2.093260 -2.60 -3.05 -1.85
H 12.357350 -6.958510 -0.077110 0.45 -0.03 0.09
H 12.690770 -6.487370 -1.739960 -1.28 -0.02 -0.31
H 11.216410 -8.954450 -0.578310 0.22 -0.24 0.01
O 5.223740 -4.060650 3.380270 0.29 -0.98 0.38
C 4.948600 -5.195680 3.621650 -1.97 1.07 -0.08
O 3.774710 -5.558320 4.261800 0.86 1.58 -0.77
C 3.662230 -6.928540 4.343400 2.02 -1.95 0.35
C 4.849390 -7.444120 3.336760 -1.77 0.00 3.20
F 4.254810 -7.822310 2.225510 -1.02 0.19 -2.95
O 5.612880 -6.287760 3.214860 0.62 -0.58 -0.54
H 3.884600 -7.206490 5.373640 0.20 -0.29 0.08
H 2.660680 -7.311180 4.146990 0.16 0.24 -0.69
H 5.404360 -8.353250 3.568230 0.65 0.73 1.02
O 7.789590 -8.389750 4.951920 0.54 -2.57 -1.10
S 8.308520 -9.623020 4.364090 1.01 1.74 -1.22
O 8.145260 -10.885830 5.033560 0.22 0.93 -0.10
O 7.880210 -9.799510 2.848600 -1.34 0.08 -0.32
C 8.918560 -10.417720 2.040060 -0.47 0.71 -0.51
C 10.228450 -9.999190 2.689920 -0.85 -2.04 0.38
O 9.828780 -9.302820 3.915340 0.66 -0.37 0.39
H 8.740630 -11.489400 1.950890 -0.08 0.16 0.44
H 8.946820 -9.993960 1.036210 -0.90 0.19 0.08
H 10.870250 -9.507390 1.958940 -0.06 0.82 1.05
H 10.639260 -10.989280 2.887550 0.97 0.47 0.78
O 13.760210 -5.498670 6.906460 -1.84 -0.32 -1.19
S 12.774250 -5.835200 5.897440 -0.18 -1.44 -0.84
O 12.773390 -5.142430 4.622800 0.01 -0.68 1.86
O 12.790880 -7.430590 5.568930 1.29 0.35 0.36
C 11.773800 -8.246510 6.249480 -0.23 2.36 -0.54
C 10.666150 -7.131210 6.190730 -2.11 -2.52 -0.55
O 11.252610 -5.926300 6.485550 2.32 2.36 0.88
H 11.659720 -9.155400 5.658710 -0.32 0.47 -0.17
H 12.103580 -8.528480 7.249390 0.00 0.34 0.12
H 9.772970 -7.228860 6.807820 0.45 -0.33 0.76
H 10.186370 -7.051310 5.215260 0.60 -0.39 -0.55
O 12.888920 -8.765390 3.130440 2.91 0.78 -1.51
S 14.268330 -8.486510 2.671890 -0.22 0.90 -1.19
O 14.666020 -7.137990 2.112040 -1.44 -4.85 1.93
O 15.262200 -8.987420 3.822920 -0.26 0.93 -1.20
C 15.543550 -10.406870 3.679110 -0.42 -0.19 0.67
C 14.987300 -10.917700 2.310080 -0.67 0.56 0.63
O 14.766150 -9.720690 1.616020 -0.59 3.33 -0.40
H 16.629880 -10.483050 3.725820 -0.16 -0.16 0.10
H 15.026600 -10.770120 4.567320 0.37 -0.92 -0.34
H 14.005710 -11.390440 2.277020 0.20 -0.56 0.90
H 15.690210 -11.514030 1.728360 0.16 0.16 0.22
C 6.997030 -7.920210 11.374650 1.19 -1.86 -1.09
N 6.685380 -8.977980 10.320430 -1.86 1.64 4.11
C 7.334040 -9.206190 9.228560 1.14 1.06 -4.71
C 6.695690 -10.303580 8.376330 0.23 0.50 1.02
O 8.243340 -8.523430 8.737380 -0.13 -0.43 1.21
H 7.523700 -7.095000 10.895330 -0.43 0.03 -0.03
H 7.735010 -8.433010 11.991510 0.03 0.41 0.45
H 6.156220 -7.630800 12.005040 -0.15 -0.10 -0.59
H 5.940640 -9.624140 10.539410 0.13 0.22 0.07
H 7.045040 -11.175700 8.929010 -0.32 -0.76 -0.80
H 6.980340 -10.207500 7.328560 0.31 -0.33 0.34
H 5.616360 -10.180700 8.466040 -0.06 -0.40 -0.06
C 4.994370 -10.941150 0.678190 -0.30 0.63 1.21
N 4.531370 -11.751020 1.884240 1.43 0.04 -0.85
C 5.341920 -12.590730 2.652230 1.83 0.42 -3.58
C 4.616050 -13.332870 3.721660 1.04 -0.18 -0.30
O 6.541860 -12.752720 2.315810 -2.41 0.25 1.23
H 5.998320 -11.057290 0.269910 -0.02 -1.16 0.63
H 5.041200 -9.897480 0.989090 -0.34 0.14 0.06
H 4.308670 -10.987090 -0.167860 -0.23 -0.39 0.30
H 3.564260 -11.619350 2.143980 0.22 -0.07 -0.04
H 3.979570 -14.104770 3.289040 -0.61 0.57 -0.09
H 4.142100 -12.518450 4.269560 -0.40 -0.82 0.71
H 5.367200 -13.944800 4.221070 -0.06 0.60 0.70
C 9.906240 -13.135860 -0.288890 -1.94 0.60 0.81
N 11.236350 -13.599180 -0.142740 -2.38 -1.44 -1.68
C 12.199170 -12.785170 0.188540 2.80 0.10 0.30
C 13.525780 -13.558670 0.204450 -0.12 0.37 -0.02
O 12.069670 -11.599060 0.485210 -0.22 -0.58 -0.08
H 9.210350 -13.845400 -0.736540 0.47 -0.44 0.08
H 9.755290 -12.231440 -0.878240 0.59 0.20 0.09
H 9.552830 -12.963540 0.727720 -0.55 0.31 -0.13
H 11.342500 -14.551940 -0.460660 0.85 0.39 0.24
H 13.512810 -14.453480 -0.417850 -0.24 0.17 -0.29
H 13.644650 -13.967600 1.207820 0.50 0.49 0.21
H 14.322960 -12.912960 -0.163850 0.13 -0.07 0.51
```
Positions in Å, forces in eV/Å.

Output
LUMO level (eV): 0.016
Energy above the lowest of the compared OMol25 structures with the same formula, charge and spin (kJ/mol): 575.8
Structure (SMILES): O=C1OC[C@@H](F)O1.O=C1OC[C@@H](F)O1.O=C1OC[C@@H](F)O1.O=C1OC[C@@H](F)O1.O=S1(=O)OCCO1.O=S1(=O)OCCO1.O=S1(=O)OCCO1.CNC(C)=O.CNC(C)=O.CNC(C)=O
Spin multiplicity: 1
Net charge: 0

=====

ORCA calculation (ωB97M-V with the def2-TZVPD basis set) on a cluster of 8 separate species, C15H41IO11 in total in a non-equilibrium geometry.

Geometry as XYZ:
```
68
Properties=species:S:1:pos:R:3:forces:R:3
C 0.305429 1.269704 0.119269 -0.13 -0.57 -0.10
C -0.367258 0.366555 -0.627755 0.18 -0.10 0.22
C -1.615828 -0.294851 -0.084024 0.93 -0.98 0.33
C -2.241893 -1.301335 -1.041696 0.09 0.24 -0.65
O -2.300598 -0.804121 -2.337881 0.04 0.00 0.15
I -0.938442 -3.057253 -1.155845 0.02 -0.13 0.05
O -3.563428 -1.615054 -0.734956 0.19 -0.01 0.10
C -4.038290 -1.707304 0.541776 -0.43 0.28 -0.30
O -3.589561 -2.461523 1.337223 0.56 -0.45 0.70
C -5.210686 -0.795719 0.789405 -0.19 0.22 0.25
C -4.958512 0.690237 0.495296 -0.30 -0.07 -0.26
C -4.818863 1.136739 -0.988535 -0.19 0.32 0.40
O -5.038493 0.141878 -1.984634 -0.08 0.16 -0.03
H 0.606444 0.987093 1.127576 -1.27 0.88 0.56
H 0.545395 2.261315 -0.248561 1.47 -0.55 -0.39
H -0.004699 0.084644 -1.618174 -0.92 1.11 -0.62
H -2.344487 0.514113 0.032132 0.04 -0.20 0.12
H -1.409450 -0.773261 0.880559 -0.30 0.15 0.08
H -3.218562 -0.505380 -2.478828 -0.04 -0.07 -0.01
H -6.102909 -1.157614 0.267864 0.22 -0.05 -0.19
H -5.434935 -0.884423 1.854219 0.00 -0.04 -0.07
H -5.803291 1.226019 0.928655 0.07 -0.06 0.06
H -4.090995 1.021601 1.072870 -0.03 -0.01 -0.09
H -5.534412 1.947561 -1.163423 0.17 0.05 0.03
H -3.826146 1.559631 -1.146040 -0.12 -0.16 -0.29
H -5.982324 -0.030837 -2.051411 0.10 -0.03 -0.07
C 2.621422 -1.189733 -2.772875 -0.23 -0.10 -0.10
O 1.410105 -0.565060 -3.196606 0.08 0.01 -0.08
H 3.267386 -0.427189 -2.348083 -0.05 0.04 0.02
H 2.423523 -1.944374 -2.009219 0.09 0.01 0.04
H 3.128342 -1.655583 -3.622810 0.09 -0.01 0.06
H 0.842272 -1.251057 -3.562908 -0.06 0.05 0.06
C 6.201485 -1.192362 -0.970814 -0.12 0.05 0.25
O 4.930307 -1.605091 -0.471358 0.04 0.06 -0.04
H 6.154396 -1.239416 -2.055715 0.00 -0.02 0.00
H 6.425960 -0.165134 -0.666858 0.02 0.02 -0.07
H 6.991348 -1.859013 -0.627476 0.06 0.01 -0.09
H 4.965545 -1.569782 0.488431 -0.03 -0.04 -0.02
C -1.417777 3.161468 -3.228451 -0.06 -0.09 0.09
O -1.990617 2.526076 -2.093676 0.01 0.08 -0.11
H -2.018154 4.043182 -3.442728 0.00 0.01 -0.01
H -0.388656 3.473932 -3.033284 0.01 0.02 -0.03
H -1.430077 2.504999 -4.102210 0.01 0.02 -0.02
H -1.457207 1.743938 -1.897141 0.01 0.02 -0.01
C -6.927005 1.224946 4.528094 -0.02 0.03 -0.08
O -6.630389 1.591147 3.184023 -0.10 -0.04 0.06
H -5.998724 0.881858 4.977918 0.01 0.00 0.00
H -7.302357 2.076426 5.100676 0.02 -0.01 0.03
H -7.659372 0.414924 4.570154 0.02 -0.02 0.03
H -7.445842 1.898213 2.776791 0.04 0.03 0.00
C 4.141103 2.573062 1.214488 -0.07 0.02 0.04
O 2.741799 2.610270 1.467479 0.10 -0.06 0.18
H 4.269385 2.412768 0.146582 0.00 -0.01 0.00
H 4.623318 3.513575 1.492451 0.03 0.00 -0.03
H 4.626810 1.755441 1.755505 0.03 0.00 -0.02
H 2.617779 2.753469 2.412730 -0.03 0.00 -0.02
C 9.023063 -4.470617 -1.431967 -0.10 -0.03 -0.05
O 7.795459 -3.869238 -1.822555 0.10 -0.11 -0.01
H 9.660809 -3.677738 -1.047824 0.00 0.00 0.00
H 8.873604 -5.213844 -0.644369 0.04 0.01 0.02
H 9.525841 -4.945398 -2.278536 0.04 0.01 0.01
H 7.219793 -4.559818 -2.163580 -0.04 0.06 0.01
C 0.879093 0.369138 4.116079 0.08 0.00 -0.06
O 2.270442 0.613362 3.935696 -0.03 0.06 -0.13
H 0.669637 0.478985 5.177390 0.00 0.00 0.00
H 0.270031 1.086284 3.559042 -0.03 0.00 0.03
H 0.607805 -0.643134 3.805903 -0.03 0.00 0.02
H 2.465111 0.517702 2.996531 0.00 0.01 0.02
```
Positions in Å, forces in eV/Å.

Output
LUMO level (eV): 0.414
Structure (SMILES): C=CC[C@@](O)(I)OC(=O)CCCO.CO.CO.CO.CO.CO.CO.CO
Spin multiplicity: 1
Net charge: 0

=====

ORCA calculation (ωB97M-V with the def2-TZVPD basis set) on a structure of composition C2H3InO2 in a non-equilibrium geometry.

Geometry as XYZ:
```
8
Properties=species:S:1:pos:R:3:forces:R:3
In -1.427016 -1.011150 3.439446 0.18 0.15 -0.50
C 0.305018 0.321255 -1.128510 2.47 0.54 -3.67
C -0.027084 -0.013936 0.347038 -0.82 -1.98 7.30
O 0.906465 0.009278 1.178885 0.11 0.78 -2.83
O -1.196881 -0.347109 0.589044 -0.21 0.62 -2.14
H -0.451733 0.839230 -1.713897 -0.64 -0.15 0.73
H 0.627212 -0.642308 -1.548033 -0.79 -0.52 0.40
H 1.264019 0.844738 -1.163973 -0.28 0.56 0.71
```
Positions in Å, forces in eV/Å.

Output
LUMO level (eV): -15.855
Energy above the lowest of the compared OMol25 structures with the same formula, charge and spin (kJ/mol): 134.0
Spin multiplicity: 1
Net charge: +2

=====

ORCA calculation (ωB97M-V with the def2-TZVPD basis set) on an isolated molecule of C22H25N3O4 in a non-equilibrium geometry.

Geometry as XYZ:
```
54
Properties=species:S:1:pos:R:3:forces:R:3
C 2.302172 5.203250 -7.393113 0.21 0.07 -0.09
O 1.087826 4.762736 -6.834815 -0.27 -0.14 0.17
C 1.119531 3.795795 -5.881309 0.00 -0.15 0.15
C 2.273085 3.182385 -5.402965 0.04 0.36 -0.36
C 2.185488 2.206405 -4.427269 -0.39 -0.22 0.26
C 0.953383 1.819961 -3.906214 0.06 0.46 -0.46
C 0.858382 0.800110 -2.885208 0.16 -0.80 0.70
N -0.250568 0.452394 -2.357739 -0.12 0.78 -0.68
O -0.074018 -0.531491 -1.428688 0.03 -0.54 0.48
C 1.330966 -0.833221 -1.281592 0.40 0.13 -0.14
C 1.804184 -0.485245 0.142950 -0.01 -0.08 -0.34
O 2.737941 0.279448 0.317408 0.18 0.20 -0.03
N 1.168042 -1.095540 1.155641 0.05 -0.09 0.33
C -0.010453 -1.928738 1.077095 -0.49 0.01 -0.10
C -1.201001 -1.186951 1.709215 0.06 -0.43 -0.40
N -0.916449 -0.835342 3.082850 -0.20 0.32 0.06
C -1.234142 -1.723383 4.108875 -0.13 -0.07 0.09
C -0.322410 -2.083778 5.098726 -0.04 0.04 -0.12
C -0.673785 -2.911779 6.151930 -0.07 -0.10 0.14
C -1.953900 -3.414513 6.234650 0.10 0.00 0.07
C -2.888832 -3.064049 5.271303 -0.16 0.01 -0.12
C -2.555736 -2.219263 4.226906 -0.09 -0.03 -0.10
O -3.457959 -1.804140 3.278781 0.50 0.08 0.23
C -4.807764 -2.165051 3.425508 -0.24 -0.07 0.01
C 0.282636 -0.034176 3.159318 0.32 -0.07 0.03
C 1.495029 -0.732384 2.521447 0.10 0.35 0.27
C 2.034673 0.034777 -2.326183 -0.20 -0.04 0.13
C -0.202895 2.441706 -4.392322 0.20 0.00 -0.03
C -0.121444 3.410703 -5.361852 0.09 0.12 -0.12
H 2.032306 5.970564 -8.116941 0.07 -0.05 0.04
H 2.959345 5.638429 -6.633458 -0.02 -0.03 -0.03
H 2.826814 4.391102 -7.906610 -0.02 0.03 0.04
H 3.245605 3.456500 -5.780724 0.06 0.05 -0.05
H 3.093714 1.746935 -4.067959 0.09 -0.06 0.05
H 1.464370 -1.908084 -1.452448 -0.03 0.15 0.01
H -0.245684 -2.177042 0.046073 0.03 -0.09 0.06
H 0.185160 -2.849917 1.640696 -0.05 0.02 -0.08
H -2.090808 -1.807428 1.657619 0.06 0.07 -0.05
H -1.379532 -0.268560 1.141297 -0.02 -0.06 -0.03
H 0.690115 -1.715457 5.057659 0.08 0.05 -0.07
H 0.064077 -3.165848 6.897996 0.06 -0.02 0.06
H -2.240143 -4.069088 7.043334 -0.02 -0.06 0.07
H -3.892662 -3.448160 5.359256 -0.10 0.00 -0.04
H -5.331212 -1.667641 2.609977 -0.02 -0.06 0.07
H -5.216629 -1.820282 4.380612 0.02 -0.03 -0.03
H -4.951764 -3.247547 3.337532 0.01 0.06 0.03
H 0.490396 0.232725 4.195293 -0.01 0.03 -0.03
H 0.090706 0.889052 2.600205 0.07 -0.01 0.06
H 2.358257 -0.065986 2.497607 -0.09 -0.13 0.05
H 1.750001 -1.644549 3.070274 0.01 0.05 0.00
H 2.544489 -0.544746 -3.095642 0.00 0.02 -0.01
H 2.752806 0.696041 -1.833408 -0.03 -0.09 -0.10
H -1.156206 2.142044 -3.987867 -0.14 0.01 0.01
H -1.005499 3.896313 -5.743705 -0.12 0.05 -0.04
```
Positions in Å, forces in eV/Å.

Output
LUMO level (eV): 0.788
Energy above the lowest of the compared OMol25 structures with the same formula, charge and spin (kJ/mol): 393.8
Structure (SMILES): COc1ccc(C2=NO[C@H](C(=O)N3CCN(c4ccccc4OC)CC3)C2)cc1
Spin multiplicity: 1
Net charge: 0

=====

Looking at energy for the records above, in order, we have -131851.765 -46837.246 -11366.154 -35878.147 eV.
Looking at orbital gap for the records above, in order, we have 9.67 8.54 5.82 8.31 eV.